27
Properties=species:S:1:pos:R:3 method="wB97M-V/def2-TZVPD" total_charge=+1 total_energy_ha=-511.71179 e_homo_ev=-12.63 e_lumo_ev=-2.706 homo_lumo_gap_ev=9.92 multiplicity=1 relative_energy_kcal_mol=44.1
C 1.28 -1.21 0.20
C -1.11 -0.86 -2.52
C 0.88 0.97 1.29
C 0.00 -1.04 -0.55
C -0.54 0.37 -0.61
C 2.67 -0.47 1.87
N 0.02 -1.52 -1.92
N -1.07 0.55 -1.76
N -0.24 1.22 0.41
N -2.95 1.45 0.56
N 1.29 -0.38 1.40
H 1.53 -2.14 0.60
H 2.01 -0.90 -0.51
H -1.20 -0.66 -3.55
H -2.11 -1.32 -2.24
H 1.65 1.73 0.97
H 0.66 1.33 2.30
H -0.71 -1.75 -0.20
H 2.95 -1.50 1.83
H 3.36 0.14 1.14
H 2.62 -0.13 2.91
H 0.90 -1.45 -2.37
H -1.53 1.29 -2.18
H -0.48 2.16 0.29
H -2.51 1.09 1.45
H -3.61 2.16 0.90
H -3.78 0.88 0.28

***

24
Properties=species:S:1:pos:R:3 method="wB97M-V/def2-TZVPD" total_charge=+1 total_energy_ha=-367.93510 e_homo_ev=-13.06 e_lumo_ev=-3.163 homo_lumo_gap_ev=9.90 multiplicity=1 relative_energy_kcal_mol=29.7
C -1.27 1.48 -0.23
C -1.99 0.13 -0.23
C -1.27 -0.95 -1.04
C 2.59 -0.71 -0.97
C 1.21 -0.65 -1.48
C 0.18 -1.14 -0.78
N -0.08 1.43 0.70
H -0.88 1.74 -1.22
H -1.98 2.29 -0.09
H -2.20 -0.13 0.81
H -2.95 0.34 -0.70
H -1.81 -1.90 -1.04
H -1.48 -0.69 -2.09
H 3.22 -1.29 -1.66
H 3.19 0.20 -0.91
H 2.67 -1.21 -0.03
H 0.96 -0.07 -2.36
H 0.39 -1.65 0.16
H -0.08 0.64 1.37
H 0.28 2.34 0.99
H 0.67 1.11 0.08
H 0.93 -0.13 3.73
H -0.40 0.32 3.28
O 0.39 -0.13 2.93

***

24
Properties=species:S:1:pos:R:3 method="wB97M-V/def2-TZVPD" total_charge=+1 total_energy_ha=-367.52086 e_homo_ev=-13.11 e_lumo_ev=-9.131 homo_lumo_gap_ev=3.97 multiplicity=1 relative_energy_kcal_mol=289.7
C -0.30 -2.61 -0.17
O 2.55 -0.51 -0.26
C -0.25 -1.18 -0.73
C 0.14 -0.20 0.47
C 0.31 1.26 0.08
C 1.00 1.96 1.22
C -1.07 1.75 -0.32
N -1.48 -0.68 -1.28
H -0.34 -3.20 -1.08
H -1.10 -2.72 0.56
H 3.49 -0.70 -0.38
H 0.49 -1.12 -1.50
H 1.06 -0.58 0.91
H -0.74 -0.29 1.19
H 0.97 1.33 -0.80
H 2.04 1.70 1.35
H 1.14 2.99 1.02
H 0.41 1.88 2.16
H -1.09 2.70 -0.86
H -1.61 0.73 -0.84
H -1.71 1.89 0.55
H 0.64 -2.79 0.38
H -2.12 -1.20 -1.91
H -2.43 -0.41 0.24

***

24
Properties=species:S:1:pos:R:3 method="wB97M-V/def2-TZVPD" total_charge=+1 total_energy_ha=-367.60688 e_homo_ev=-10.79 e_lumo_ev=-8.069 homo_lumo_gap_ev=2.72 multiplicity=1 relative_energy_kcal_mol=235.7
C 0.39 -0.95 0.59
C 0.08 0.34 -0.30
C 1.43 -0.07 0.78
C 0.22 -2.92 -2.22
C -0.54 -1.91 -2.77
C -0.15 -0.78 -3.43
N -0.65 3.46 3.86
H 0.30 -1.85 -0.01
H -0.38 -0.91 1.37
H -0.96 0.08 -0.49
H -0.13 1.27 0.26
H 2.44 -0.34 0.49
H -1.62 -2.06 -2.72
H -0.13 -3.94 -2.21
H 1.27 -2.70 -2.04
H -0.87 -0.09 -3.85
H 0.92 -0.68 -3.58
H 0.56 0.43 -1.27
H 0.35 3.36 3.81
H -1.02 3.25 2.95
H -0.98 4.31 4.28
H -1.26 1.00 2.82
H 1.32 0.63 1.60
O -0.62 1.08 2.10

***

24
Properties=species:S:1:pos:R:3 method="wB97M-V/def2-TZVPD" total_charge=+1 total_energy_ha=-367.94623 e_homo_ev=-12.67 e_lumo_ev=-3.073 homo_lumo_gap_ev=9.59 multiplicity=1 relative_energy_kcal_mol=22.7
C -1.07 1.72 -1.28
C -0.78 0.85 -0.09
C 0.65 0.41 0.13
C 1.07 -0.47 -1.06
C 1.23 -1.79 -0.99
C 1.74 -2.61 -2.11
N -1.13 1.69 1.17
H -1.14 1.12 -2.19
H -2.03 2.24 -1.30
H -0.32 2.48 -1.50
H -1.41 -0.04 -0.14
H 0.76 -0.23 1.00
H 1.38 1.22 0.14
H 1.21 0.08 -1.98
H 1.17 -2.26 -0.02
H 1.96 -3.61 -1.73
H 2.69 -2.33 -2.55
H 1.03 -2.81 -2.92
H -0.39 2.39 1.33
H -1.17 1.02 1.98
H -1.92 2.34 1.10
H -0.39 -0.04 3.88
H -1.68 -0.87 3.23
O -1.05 -0.17 3.20

***

24
Properties=species:S:1:pos:R:3 method="wB97M-V/def2-TZVPD" total_charge=+2 total_energy_ha=-367.44151 e_homo_ev="-19.64 / -19.64" e_lumo_ev="-6.730 / -12.793" homo_lumo_gap_ev="12.91 / 6.84" multiplicity=2 relative_energy_kcal_mol=46.0
C -2.35 0.26 -1.61
O -2.36 1.39 -0.84
C -1.29 -0.92 -1.40
C -0.80 -1.27 0.05
C 0.74 -1.19 0.09
C 1.35 0.17 -0.24
C 1.24 1.20 0.87
N 1.97 0.84 2.12
H -3.31 -0.29 -1.44
H -2.14 0.63 -2.61
H -2.51 1.14 0.10
H -0.43 -0.65 -2.02
H -1.76 -1.77 -1.89
H -1.28 -0.52 0.71
H -1.17 -2.25 0.35
H 1.12 -1.44 1.09
H 1.06 -1.92 -0.67
H 2.42 -0.06 -0.36
H 1.04 0.64 -1.20
H 1.66 2.13 0.49
H 0.24 1.58 1.13
H 2.97 0.60 2.09
H 1.49 0.02 2.51
H 2.13 1.68 2.70

***

24
Properties=species:S:1:pos:R:3 method="wB97M-V/def2-TZVPD" total_energy_ha=-634.14592 e_homo_ev="-6.99 / -7.62" e_lumo_ev="0.284 / 0.126" homo_lumo_gap_ev="7.28 / 7.74" multiplicity=1 relative_energy_kcal_mol=74.6
C -0.69 1.34 -1.71
C 2.24 -0.80 -0.07
C -1.14 -2.47 -0.31
C -2.10 1.54 0.82
C 2.22 0.67 0.00
C 0.92 1.17 0.65
N -0.98 -1.63 0.80
P -0.72 0.79 -0.11
H 0.21 1.69 -2.23
H -1.54 1.35 -2.35
H 3.13 -1.19 -0.61
H 2.22 -1.29 0.92
H 1.51 -1.28 -0.67
H -0.07 -2.56 -0.63
H -1.57 -3.48 0.10
H -1.61 -2.03 -1.22
H -2.34 0.83 1.71
H -2.00 2.62 1.14
H -2.94 1.40 0.19
H 2.35 1.12 -1.00
H 2.99 1.01 0.67
H 0.82 0.40 1.47
H 0.96 2.22 1.09
H -1.87 -1.42 1.35

***

25
Properties=species:S:1:pos:R:3 method="wB97M-V/def2-TZVPD" smiles="CC(C)(C)NP(C)(C)=S" total_energy_ha=-1032.44385 e_homo_ev=-8.33 e_lumo_ev=0.553 homo_lumo_gap_ev=8.88 multiplicity=1 relative_energy_kcal_mol=24.8
C -2.58 0.20 -0.38
C -1.09 0.60 0.01
C -1.00 1.18 1.46
C -0.64 1.71 -0.93
N -0.27 -0.51 -0.31
P 1.91 -0.22 -0.11
C 2.32 -1.16 -1.61
C 2.16 -1.38 1.25
S 2.51 1.65 0.09
H -3.12 0.94 -1.05
H -2.38 -0.66 -1.00
H -3.21 -0.13 0.44
H -0.14 1.79 1.60
H -0.99 0.38 2.15
H -1.96 1.67 1.68
H -1.41 2.46 -1.00
H 0.19 2.10 -0.52
H -0.59 1.33 -1.91
H -0.26 -1.32 0.43
H 2.55 -0.42 -2.39
H 3.08 -2.02 -1.33
H 1.41 -1.55 -1.94
H 1.58 -2.28 1.23
H 3.12 -1.78 1.24
H 1.95 -0.88 2.30

***

24
Properties=species:S:1:pos:R:3 method="wB97M-V/def2-TZVPD" total_charge=-1 total_energy_ha=-691.17925 e_homo_ev=-2.67 e_lumo_ev=4.074 homo_lumo_gap_ev=6.74 multiplicity=1 relative_energy_kcal_mol=1.6
C 2.15 1.54 2.25
C 2.26 0.44 1.20
S 0.66 0.06 0.42
N 1.15 1.30 3.28
H 1.91 2.48 1.74
H 3.12 1.70 2.75
H 2.71 -0.44 1.67
H 2.95 0.79 0.42
H 1.53 0.72 4.02
H 0.39 0.80 2.82
C -0.79 0.14 -3.30
C -2.44 -1.68 -0.32
C -2.25 -0.61 -1.39
C -1.18 -1.02 -2.40
H -1.64 0.54 -3.86
H -0.01 -0.14 -4.02
H -0.36 0.94 -2.69
H -3.13 -1.36 0.47
H -1.48 -1.91 0.12
H -2.85 -2.59 -0.76
H -1.87 0.30 -0.91
H -3.20 -0.37 -1.88
H -0.34 -1.31 -1.78
H -1.51 -1.89 -2.99

***

23
Properties=species:S:1:pos:R:3 method="wB97M-V/def2-TZVPD" smiles=CCC(C)CC.O total_energy_ha=-313.42916 e_homo_ev=-10.65 e_lumo_ev=0.815 homo_lumo_gap_ev=11.47 multiplicity=1 relative_energy_kcal_mol=9.0
C 1.03 -1.81 1.13
C 0.63 -0.70 0.14
C -0.63 0.05 0.62
C -0.45 0.83 1.88
C -1.26 0.84 -0.54
C -0.55 2.18 -0.85
H 1.53 -1.43 2.02
H 0.11 -2.33 1.45
H 1.59 -2.59 0.62
H 0.43 -1.18 -0.81
H 1.44 0.03 0.07
H -1.37 -0.76 0.74
H -0.12 1.86 1.73
H 0.29 0.38 2.53
H -1.35 0.92 2.48
H -1.23 0.24 -1.45
H -2.33 1.00 -0.36
H 0.48 2.11 -0.51
H -0.56 2.37 -1.93
H -1.06 3.02 -0.38
O 1.14 -1.39 -3.11
H 0.39 -1.97 -2.95
H 1.85 -1.67 -2.52

***

24
Properties=species:S:1:pos:R:3 method="wB97M-V/def2-TZVPD" total_charge=+1 total_energy_ha=-388.22263 e_homo_ev="-14.93 / -14.74" e_lumo_ev="-5.075 / -7.610" homo_lumo_gap_ev="9.86 / 7.13" multiplicity=2 relative_energy_kcal_mol=76.4
C -1.59 1.79 -1.01
C -0.04 1.69 -1.08
C 0.69 0.45 -0.57
C 0.87 0.55 0.95
C 1.30 -0.57 1.74
C 2.02 0.17 -1.27
H -2.00 2.45 -1.78
H -1.99 2.08 -0.02
H -2.04 0.78 -1.11
H 0.15 1.92 -2.13
H 0.32 2.58 -0.51
H 0.42 1.46 1.35
H 1.63 -0.42 2.76
H 0.14 -0.43 1.37
H 1.63 -1.59 1.48
H 1.85 -0.11 -2.32
H 2.58 -0.66 -0.82
H 2.72 1.02 -1.32
H -1.14 -1.81 0.52
H -1.09 -3.32 0.59
O -0.57 -2.61 0.21
H -2.89 -1.00 1.09
H 0.15 -0.47 -0.77
O -1.97 -0.71 0.93

***

26
Properties=species:S:1:pos:R:3 method="wB97M-V/def2-TZVPD" smiles=CCOCCS.OCCS total_energy_ha=-1185.02107 e_homo_ev=-8.89 e_lumo_ev=0.691 homo_lumo_gap_ev=9.58 multiplicity=1 relative_energy_kcal_mol=17.2
C -0.77 2.19 -0.42
C 0.62 1.98 0.14
O 1.06 0.69 -0.23
C 2.35 0.40 0.25
C 2.70 -1.00 -0.21
S 4.37 -1.42 0.38
H -0.76 2.09 -1.51
H -1.45 1.44 -0.02
H -1.15 3.18 -0.16
H 0.62 2.08 1.24
H 1.32 2.74 -0.26
H 3.09 1.13 -0.15
H 2.39 0.47 1.34
H 2.66 -1.05 -1.30
H 1.97 -1.70 0.19
H 4.41 -2.66 -0.14
O -3.27 -1.40 1.30
C -2.49 -0.42 0.63
C -1.99 -0.91 -0.73
S -0.95 -2.39 -0.61
H -4.10 -1.49 0.82
H -1.64 -0.22 1.28
H -3.05 0.51 0.50
H -2.84 -1.10 -1.39
H -1.38 -0.13 -1.20
H -1.73 -3.01 0.29